*w*
20
Properties=species:S:1:pos:R:3:nbo_charge:R:1 method="wB97M-V/def2-TZVPD" total_charge=0 homo_lumo_gap_ev=9.503 smiles="C=[N+]([O-])O.CC1(C)C=C1" homo_energy_ev=-8.746 lumo_energy_ev=0.8
C 1.87 1.23 0.91 -0.5999
O -1.36 -0.59 -3.67 -0.5048
H -1.35 -0.26 1.48 0.2086
C 0.30 0.40 -0.87 -0.1681
H -2.28 -0.45 -1.10 0.2257
C -1.98 -1.39 -1.57 -0.2519
H 2.40 0.73 1.71 0.2059
H -0.76 -2.77 -4.08 0.5052
H 1.67 2.31 1.37 0.1880
H -0.02 0.87 -1.72 0.2253
C -0.53 0.59 1.60 -0.6204
C 0.70 -0.75 -0.30 -0.1905
H 2.41 1.44 0.11 0.2008
H -1.80 -2.25 -0.96 0.2144
N -1.49 -1.43 -2.77 0.3792
H 1.08 -1.71 -0.35 0.2212
H -0.08 0.57 2.72 0.2185
O -0.99 -2.67 -3.14 -0.5731
H -1.00 1.65 1.40 0.2144
C 0.55 0.47 0.57 -0.0983

=====

*x*
20
Properties=species:S:1:pos:R:3:nbo_charge:R:1 method="wB97M-V/def2-TZVPD" total_charge=0 homo_lumo_gap_ev=8.363 homo_energy_ev=-7.674 lumo_energy_ev=0.7
N 0.62 -1.79 -0.41 -0.8677
C 0.66 -0.71 0.41 0.1605
H 0.08 -2.58 -0.09 0.4053
C -2.45 0.90 -1.08 -0.7359
H -3.51 1.06 -0.90 0.2388
H -2.34 0.37 -2.03 0.2409
H 0.91 -1.63 -1.36 0.4047
H 0.01 1.54 0.35 0.2132
O -2.47 -0.85 0.53 -0.5698
H 1.89 1.26 -1.46 0.4655
C 2.29 0.28 0.17 -0.0917
H -0.69 -0.96 2.14 0.2402
C -0.11 0.49 0.56 -0.3204
O 2.41 0.49 -1.21 -0.7230
H 2.46 1.18 0.77 0.1617
H -1.95 1.87 -1.16 0.2138
C 0.16 -0.40 1.76 -0.4383
H 3.01 -0.48 0.47 0.1737
H 0.87 -0.09 2.52 0.2180
C -1.84 0.05 0.03 0.6104

=====

Pick *x*: it beats the second-best structure by 3.501 eV.

=====

*w*
20
Properties=species:S:1:pos:R:3:nbo_charge:R:1 method="wB97M-V/def2-TZVPD" total_charge=0 homo_lumo_gap_ev="7.944 / 7.944" homo_energy_ev="-7.095 / -7.095" lumo_energy_ev="0.8 / 0.8"
H 0.60 1.34 -1.29 0.1829
H -0.13 -2.99 0.30 0.1957
C -0.58 -0.20 0.88 -0.1043
H -0.32 -3.01 -1.56 0.1901
H -1.82 1.50 0.49 0.2170
O 0.23 1.46 2.31 -0.6731
H 0.97 2.03 2.54 0.4774
H -1.13 0.90 -1.32 0.2431
H -0.69 -1.08 1.50 0.2027
O 0.22 -0.61 -1.85 -0.3783
H 2.10 -0.15 0.06 0.2210
C 0.60 0.61 1.31 0.3029
C -0.09 0.78 -1.93 -0.3165
H 0.07 1.04 -2.98 0.1995
C 1.84 0.55 0.83 -0.5450
H -2.64 -0.14 0.40 0.2037
C -0.14 -2.47 -0.64 -0.1254
N 0.03 -1.21 -0.62 -0.0459
C -1.72 0.43 0.39 -0.6452
H 2.61 1.22 1.18 0.1977

=====

*x*
20
Properties=species:S:1:pos:R:3:nbo_charge:R:1 method="wB97M-V/def2-TZVPD" total_charge=0 homo_lumo_gap_ev=8.881 smiles="C=CC(=O)O.C=C(C)N" homo_energy_ev=-8.081 lumo_energy_ev=0.8
C -0.78 -1.04 -0.61 0.1948
H -0.01 -2.06 1.09 0.1995
C 0.58 1.60 0.68 -0.3103
H 0.31 2.08 -0.25 0.2182
H 1.17 -1.53 -0.91 0.3871
C -0.04 1.86 1.84 -0.3092
H -1.82 0.29 -1.94 0.2095
H -1.86 -1.93 0.99 0.2006
H -0.90 2.52 1.86 0.2007
H -2.86 -0.46 -0.72 0.2291
H 0.25 1.38 2.77 0.2153
O 2.63 1.15 -0.40 -0.6766
N 0.45 -0.89 -1.23 -0.8301
C -0.89 -1.73 0.54 -0.5253
C -2.00 -0.63 -1.38 -0.6548
C 1.87 0.78 0.65 0.7692
H 3.48 0.69 -0.24 0.4914
H -2.28 -1.41 -2.10 0.2216
O 2.31 0.12 1.57 -0.6116
H 0.41 -0.78 -2.24 0.3807

=====

*y*
20
Properties=species:S:1:pos:R:3:nbo_charge:R:1 method="wB97M-V/def2-TZVPD" total_charge=0 homo_lumo_gap_ev="6.863 / 6.869" homo_energy_ev="-7.840 / -7.842" lumo_energy_ev="-1.0 / -1.0"
H -2.72 0.00 1.79 0.3728
H -0.72 -1.11 1.57 0.2354
H -2.50 0.99 0.63 0.3820
H 2.55 0.53 0.88 0.2280
N -1.97 0.56 1.39 -0.8399
H 0.35 1.68 0.99 0.2198
H 1.94 0.86 -2.61 0.1980
O -0.19 -1.84 -0.83 -0.7349
H -0.22 1.46 -1.56 0.2152
H 1.71 -1.06 0.88 0.2612
H -2.20 -1.23 -1.68 0.4980
C -0.67 -0.68 -0.72 0.6367
C 0.26 0.51 -1.33 -0.3298
C -0.80 -0.17 1.01 -0.1984
C 1.71 -0.04 1.28 -0.6958
C 1.42 0.19 -1.93 -0.3323
C 0.41 0.60 0.95 0.1672
O -1.96 -0.39 -1.25 -0.7517
H 1.79 -0.06 2.37 0.2502
H 1.80 -0.82 -1.83 0.2185

=====

Pick *x*: it beats the second-best structure by 3.302 eV.